6 unconnected molecules or ions with the total composition C37H91N5O15S at a distorted geometry. Source: OMol25; level of theory: ωB97M-V/def2-TZVPD.

Last columns: bonded neighbours and bond lengths (Å).
Element x y z (Å)
1 C -2.52 4.38 0.62  C2 1.641, H14 1.171, H15 1.185, H16 1.174
2 C -2.80 3.29 -0.58  C1 1.641, C3 1.670, C4 1.669, H17 1.178
3 C -3.07 4.19 -1.96  C2 1.670, H18 1.171, H19 1.191, H20 1.188
4 C -4.18 2.40 -0.29  C2 1.669, O5 1.473, H21 1.171, H22 1.170
5 O -3.84 1.01 -0.64  C4 1.473, S6 1.705
6 S -5.20 0.11 -1.12  O5 1.705, O7 1.577, O8 1.705
7 O -5.06 -1.26 -0.36  S6 1.577
8 O -6.67 0.79 -0.59  S6 1.705, O9 1.327
9 O -7.19 1.58 -1.53  O8 1.327, C10 1.472
10 C -8.07 2.50 -0.80  O9 1.472, C11 1.640, H23 1.171, H24 1.173
11 C -7.64 4.08 -0.86  C10 1.640, C12 1.667, O13 1.477, H25 1.194
12 C -6.78 4.56 0.49  C11 1.667, H26 1.192, H27 1.188, H28 1.170
13 O -6.97 4.48 -2.11  C11 1.477, H29 1.021
14 H -3.30 4.31 1.49  C1 1.171
15 H -1.46 4.13 1.09  C1 1.185
16 H -2.49 5.45 0.14  C1 1.174
17 H -1.86 2.61 -0.81  C2 1.178
18 H -4.13 4.68 -1.97  C3 1.171
19 H -2.91 3.52 -2.93  C3 1.191
20 H -2.29 5.07 -2.07  C3 1.188
21 H -4.44 2.48 0.85  C4 1.171
22 H -5.01 2.89 -0.95  C4 1.170
23 H -9.16 2.37 -1.21  C10 1.171
24 H -8.05 2.18 0.33  C10 1.173
25 H -8.66 4.70 -0.80  C11 1.194
26 H -7.40 5.34 1.15  C12 1.192
27 H -5.85 5.18 0.09  C12 1.188
28 H -6.35 3.67 1.11  C12 1.170
29 H -7.68 4.93 -2.69  O13 1.021
30 C 1.49 0.67 6.05  O31 1.420, H39 1.096, H40 1.091, H41 1.094
31 O 2.58 1.42 5.55  C30 1.420, C32 1.434
32 C 3.27 0.78 4.47  O31 1.434, C33 1.538, H42 1.097, H43 1.096
33 C 3.01 1.52 3.14  C32 1.538, N34 1.464, H44 1.095, H45 1.093
34 N 1.63 1.33 2.69  C33 1.464, C35 1.469, H46 1.017
35 C 1.24 2.23 1.60  N34 1.469, C36 1.542, H47 1.097, H48 1.096
36 C 1.26 3.74 1.87  C35 1.542, O37 1.430, H49 1.097, H50 1.095
37 O 0.27 4.18 2.81  C36 1.430, C38 1.421
38 C 0.65 4.03 4.17  O37 1.421, H51 1.094, H52 1.091, H53 1.093
39 H 1.16 1.12 6.99  C30 1.096
40 H 0.65 0.69 5.35  C30 1.091
41 H 1.78 -0.37 6.25  C30 1.094
42 H 3.02 -0.29 4.39  C32 1.097
43 H 4.34 0.85 4.69  C32 1.096
44 H 3.69 1.13 2.38  C33 1.095
45 H 3.23 2.57 3.31  C33 1.093
46 H 0.99 1.50 3.47  N34 1.017
47 H 0.21 1.95 1.32  C35 1.097
48 H 1.86 2.01 0.72  C35 1.096
49 H 1.01 4.25 0.93  C36 1.097
50 H 2.25 4.11 2.15  C36 1.095
51 H 1.72 4.16 4.33  C38 1.094
52 H 0.31 3.06 4.55  C38 1.091
53 H 0.12 4.80 4.75  C38 1.093
54 C -6.64 -8.74 1.80  O55 1.420, H63 1.096, H64 1.091, H65 1.094
55 O -7.29 -7.87 0.88  C54 1.420, C56 1.434
56 C -7.77 -6.66 1.48  O55 1.434, C57 1.538, H66 1.097, H67 1.096
57 C -6.93 -5.45 1.01  C56 1.538, N58 1.464, H68 1.095, H69 1.093
58 N -5.59 -5.49 1.58  C57 1.464, C59 1.469, H70 1.017
59 C -4.66 -4.53 0.97  N58 1.469, C60 1.542, H71 1.097, H72 1.096
60 C -4.35 -4.70 -0.54  C59 1.542, O61 1.430, H73 1.097, H74 1.095
61 O -3.61 -5.88 -0.85  C60 1.430, C62 1.421
62 C -4.40 -7.06 -0.98  O61 1.421, H75 1.094, H76 1.091, H77 1.093
63 H -6.50 -9.71 1.31  C54 1.096
64 H -5.66 -8.35 2.07  C54 1.091
65 H -7.25 -8.89 2.70  C54 1.094
66 H -7.81 -6.73 2.57  C56 1.097
67 H -8.80 -6.52 1.13  C56 1.096
68 H -7.43 -4.53 1.32  C57 1.095
69 H -6.91 -5.48 -0.08  C57 1.093
70 H -5.19 -6.42 1.47  N58 1.017
71 H -3.71 -4.62 1.51  C59 1.097
72 H -5.03 -3.51 1.14  C59 1.096
73 H -3.71 -3.87 -0.83  C60 1.097
74 H -5.25 -4.62 -1.16  C60 1.095
75 H -5.40 -6.85 -1.39  C62 1.094
76 H -4.47 -7.57 -0.02  C62 1.091
77 H -3.89 -7.73 -1.67  C62 1.093
78 C 1.52 -2.48 1.80  O79 1.420, H87 1.096, H88 1.091, H89 1.094
79 O 2.34 -2.73 2.93  C78 1.420, C80 1.434
80 C 1.98 -3.92 3.65  O79 1.434, C81 1.538, H90 1.097, H91 1.096
81 C 3.03 -5.02 3.46  C80 1.538, N82 1.464, H92 1.095, H93 1.093
82 N 3.00 -5.56 2.09  C81 1.464, C83 1.469, H94 1.017
83 C 4.15 -6.41 1.76  N82 1.469, C84 1.542, H95 1.097, H96 1.096
84 C 5.55 -5.75 1.80  C83 1.542, O85 1.430, H97 1.097, H98 1.095
85 O 5.76 -4.77 0.78  C84 1.430, C86 1.421
86 C 5.27 -3.48 1.09  O85 1.421, H99 1.094, H100 1.091, H101 1.093
87 H 1.73 -1.47 1.44  C78 1.096
88 H 1.74 -3.18 1.00  C78 1.091
89 H 0.46 -2.53 2.07  C78 1.094
90 H 0.97 -4.27 3.39  C80 1.097
91 H 1.96 -3.64 4.71  C80 1.096
92 H 2.83 -5.83 4.16  C81 1.095
93 H 4.01 -4.59 3.69  C81 1.093
94 H 2.98 -4.78 1.43  N82 1.017
95 H 3.98 -6.78 0.74  C83 1.097
96 H 4.14 -7.28 2.42  C83 1.096
97 H 6.28 -6.55 1.60  C84 1.097
98 H 5.81 -5.36 2.78  C84 1.095
99 H 5.33 -3.26 2.16  C86 1.094
100 H 4.24 -3.37 0.73  C86 1.091
101 H 5.88 -2.75 0.56  C86 1.093
102 C -1.21 5.01 -6.24  O103 1.420, H111 1.096, H112 1.091, H113 1.094
103 O -1.72 3.77 -5.76  C102 1.420, C104 1.434
104 C -3.04 3.49 -6.24  O103 1.434, C105 1.538, H114 1.097, H115 1.096
105 C -3.02 2.33 -7.26  C104 1.538, N106 1.464, H116 1.095, H117 1.093
106 N -2.40 2.74 -8.52  C105 1.464, C107 1.469, H118 1.017
107 C -2.09 1.63 -9.42  N106 1.469, C108 1.542, H119 1.097, H120 1.096
108 C -1.08 0.57 -8.92  C107 1.542, O109 1.430, H121 1.097, H122 1.095
109 O 0.25 1.05 -8.79  C108 1.430, C110 1.421
110 C 0.52 1.72 -7.56  O109 1.421, H123 1.094, H124 1.091, H125 1.093
111 H -0.30 5.24 -5.67  C102 1.096
112 H -0.94 4.94 -7.29  C102 1.091
113 H -1.93 5.82 -6.09  C102 1.094
114 H -3.54 4.37 -6.65  C104 1.097
115 H -3.62 3.16 -5.37  C104 1.096
116 H -4.04 2.00 -7.45  C105 1.095
117 H -2.47 1.50 -6.80  C105 1.093
118 H -1.52 3.23 -8.32  N106 1.017
119 H -1.68 2.07 -10.34  C107 1.097
120 H -3.02 1.13 -9.70  C107 1.096
121 H -1.04 -0.21 -9.69  C108 1.097
122 H -1.41 0.06 -8.01  C108 1.095
123 H -0.06 1.31 -6.73  C110 1.094
124 H 0.33 2.79 -7.67  C110 1.091
125 H 1.58 1.60 -7.33  C110 1.093
126 C 6.61 -0.15 1.45  O127 1.420, H135 1.096, H136 1.091, H137 1.094
127 O 6.33 1.18 1.88  C126 1.420, C128 1.434
128 C 6.78 1.44 3.22  O127 1.434, C129 1.538, H138 1.097, H139 1.096
129 C 7.98 2.39 3.22  C128 1.538, N130 1.464, H140 1.095, H141 1.093
130 N 9.18 1.73 2.69  C129 1.464, C131 1.469, H142 1.017
131 C 10.29 2.66 2.41  N130 1.469, C132 1.542, H143 1.097, H144 1.096
132 C 10.05 3.74 1.34  C131 1.542, O133 1.430, H145 1.097, H146 1.095
133 O 9.90 3.23 0.01  C132 1.430, C134 1.421
134 C 8.59 2.78 -0.31  O133 1.421, H147 1.094, H148 1.091, H149 1.093
135 H 6.06 -0.32 0.51  C126 1.096
136 H 7.67 -0.28 1.24  C126 1.091
137 H 6.27 -0.88 2.18  C126 1.094
138 H 6.99 0.51 3.77  C128 1.097
139 H 5.94 1.94 3.73  C128 1.096
140 H 8.17 2.73 4.24  C129 1.095
141 H 7.71 3.26 2.62  C129 1.093
142 H 8.95 1.25 1.83  N130 1.017
143 H 11.13 2.04 2.08  C131 1.097
144 H 10.60 3.14 3.34  C131 1.096
145 H 10.94 4.37 1.31  C132 1.097
146 H 9.22 4.41 1.59  C132 1.095
147 H 7.81 3.35 0.20  C134 1.094
148 H 8.50 1.71 -0.08  C134 1.091
149 H 8.45 2.89 -1.39  C134 1.093

HOMO = -8.26 eV
spin multiplicity = 1

Atom charges from the Mulliken analysis, given in e for atoms 1 to 8: -0.96, 0.61, -1.21, 0.22, -0.38, 0.58, -0.37, -0.20

=====

8 unconnected molecules or ions with the total composition C37H92BF4N9O5 at a distorted geometry. Source: OMol25; level of theory: ωB97M-V/def2-TZVPD.

Last columns: bonded neighbours and bond lengths (Å).
Element x y z (Å)
1 C -12.25 6.98 7.23  C2 1.607, H9 1.090, H10 1.090, H11 1.090
2 C -13.55 7.54 6.47  C1 1.607, N3 1.458, H12 1.090, H13 1.090
3 N -13.36 7.66 5.03  C2 1.458, C4 1.416, C7 1.374
4 C -12.54 6.86 4.20  N3 1.416, C5 1.402, H14 1.080
5 C -12.95 7.04 2.87  C4 1.402, N6 1.415, H15 1.080
6 N -13.88 8.10 2.91  C5 1.415, C7 1.396, C8 1.474
7 C -14.13 8.47 4.23  N3 1.374, N6 1.396, H16 1.080
8 C -14.51 8.65 1.69  N6 1.474, H17 1.090, H18 1.090, H19 1.090
9 H -11.90 6.15 6.62  C1 1.090
10 H -12.61 6.71 8.22  C1 1.090
11 H -11.40 7.65 7.16  C1 1.090
12 H -13.74 8.55 6.85  C2 1.090
13 H -14.47 6.99 6.66  C2 1.090
14 H -11.89 6.16 4.71  C4 1.080
15 H -12.89 6.47 1.95  C5 1.080
16 H -14.80 9.23 4.61  C7 1.080
17 H -15.42 8.09 1.49  C8 1.090
18 H -13.80 8.63 0.86  C8 1.090
19 H -14.82 9.69 1.73  C8 1.090
20 C -12.32 3.40 -4.24  C21 1.531, H28 1.090, H29 1.090, H30 1.090
21 C -13.08 2.33 -3.46  C20 1.531, N22 1.488, H31 1.090, H32 1.090
22 N -12.75 2.33 -2.01  C21 1.488, C23 1.413, C26 1.457
23 C -12.52 3.40 -1.11  N22 1.413, C24 1.412, H33 1.080
24 C -12.39 2.79 0.15  C23 1.412, N25 1.353, H34 1.080
25 N -12.43 1.44 0.09  C24 1.353, C26 1.400, C27 1.413
26 C -12.77 1.11 -1.22  N22 1.457, N25 1.400, H35 1.080
27 C -12.50 0.58 1.21  N25 1.413, H36 1.090, H37 1.090, H38 1.090
28 H -12.36 4.40 -3.82  C20 1.090
29 H -12.54 3.37 -5.31  C20 1.090
30 H -11.26 3.19 -4.16  C20 1.090
31 H -12.93 1.29 -3.78  C21 1.090
32 H -14.15 2.52 -3.56  C21 1.090
33 H -12.52 4.44 -1.40  C23 1.080
34 H -12.09 3.25 1.08  C24 1.080
35 H -12.83 0.12 -1.66  C26 1.080
36 H -11.84 0.85 2.04  C27 1.090
37 H -12.39 -0.48 1.00  C27 1.090
38 H -13.52 0.70 1.57  C27 1.090
39 C -17.53 3.60 5.03  N40 1.483, H46 1.090, H47 1.090, H48 1.090
40 N -16.16 3.57 4.48  C39 1.483, C41 1.510, C42 1.578, C43 1.558
41 C -15.83 2.23 3.86  N40 1.510, H49 1.090, H50 1.090, H51 1.090
42 C -16.05 4.69 3.37  N40 1.578, H52 1.090, H53 1.090, H54 1.090
43 C -15.17 3.96 5.62  N40 1.558, C44 1.589, H55 1.090, H56 1.090
44 C -15.11 2.82 6.72  C43 1.589, O45 1.415, H57 1.090, H58 1.090
45 O -14.50 3.10 7.97  C44 1.415, H59 0.960
46 H -17.67 4.59 5.48  C39 1.090
47 H -17.53 2.96 5.91  C39 1.090
48 H -18.25 3.31 4.27  C39 1.090
49 H -14.75 2.25 3.75  C41 1.090
50 H -16.40 2.22 2.93  C41 1.090
51 H -16.15 1.36 4.43  C41 1.090
52 H -16.74 4.44 2.56  C42 1.090
53 H -14.99 4.55 3.16  C42 1.090
54 H -16.29 5.67 3.79  C42 1.090
55 H -15.49 4.87 6.13  C43 1.090
56 H -14.15 3.98 5.25  C43 1.090
57 H -14.60 1.92 6.39  C44 1.090
58 H -16.08 2.49 7.09  C44 1.090
59 H -14.71 2.37 8.55  O45 0.960
60 C -18.78 0.49 -2.01  N61 1.550, H67 1.090, H68 1.090, H69 1.090
61 N -18.58 1.61 -3.07  C60 1.550, C62 1.529, C63 1.553, C64 1.551
62 C -17.32 1.38 -3.91  N61 1.529, H70 1.090, H71 1.090, H72 1.090
63 C -19.77 1.50 -4.06  N61 1.553, H73 1.090, H74 1.090, H75 1.090
64 C -18.62 3.00 -2.39  N61 1.551, C65 1.558, H76 1.090, H77 1.090
65 C -17.44 3.27 -1.40  C64 1.558, O66 1.400, H78 1.090, H79 1.090
66 O -16.28 3.45 -2.17  C65 1.400, H80 0.960
67 H -19.78 0.63 -1.61  C60 1.090
68 H -18.02 0.39 -1.24  C60 1.090
69 H -18.79 -0.53 -2.40  C60 1.090
70 H -17.44 0.51 -4.55  C62 1.090
71 H -16.49 1.20 -3.24  C62 1.090
72 H -17.05 2.26 -4.50  C62 1.090
73 H -19.88 0.51 -4.50  C63 1.090
74 H -19.46 2.17 -4.86  C63 1.090
75 H -20.68 1.72 -3.51  C63 1.090
76 H -19.56 3.12 -1.85  C64 1.090
77 H -18.52 3.61 -3.29  C64 1.090
78 H -17.41 2.55 -0.58  C65 1.090
79 H -17.57 4.14 -0.76  C65 1.090
80 H -15.72 4.19 -1.89  O66 0.960
81 C -15.86 5.94 -4.81  N82 1.583, H88 1.090, H89 1.090, H90 1.090
82 N -16.49 6.01 -6.25  C81 1.583, C83 1.553, C84 1.535, C85 1.547
83 C -17.71 5.05 -6.17  N82 1.553, H91 1.090, H92 1.090, H93 1.090
84 C -17.00 7.44 -6.51  N82 1.535, H94 1.090, H95 1.090, H96 1.090
85 C -15.60 5.57 -7.44  N82 1.547, C86 1.546, H97 1.090, H98 1.090
86 C -14.19 6.19 -7.51  C85 1.546, O87 1.443, H99 1.090, H100 1.090
87 O -13.39 5.56 -6.49  C86 1.443, H101 0.960
88 H -15.39 4.99 -4.54  C81 1.090
89 H -16.71 6.21 -4.18  C81 1.090
90 H -15.06 6.68 -4.70  C81 1.090
91 H -17.23 4.15 -5.80  C83 1.090
92 H -18.13 4.77 -7.14  C83 1.090
93 H -18.46 5.33 -5.43  C83 1.090
94 H -16.19 8.04 -6.92  C84 1.090
95 H -17.44 7.78 -5.58  C84 1.090
96 H -17.74 7.18 -7.27  C84 1.090
97 H -16.27 5.80 -8.27  C85 1.090
98 H -15.59 4.49 -7.29  C85 1.090
99 H -14.10 7.27 -7.37  C86 1.090
100 H -13.77 5.91 -8.47  C86 1.090
101 H -12.48 5.75 -6.74  O87 0.960
102 C -13.56 8.68 -2.63  N103 1.533, H109 1.090, H110 1.090, H111 1.090
103 N -12.51 9.04 -3.69  C102 1.533, C104 1.508, C105 1.535, C106 1.557
104 C -11.85 10.31 -3.20  N103 1.508, H112 1.090, H113 1.090, H114 1.090
105 C -11.39 8.01 -3.49  N103 1.535, H115 1.090, H116 1.090, H117 1.090
106 C -13.05 9.08 -5.14  N103 1.557, C107 1.561, H118 1.090, H119 1.090
107 C -14.13 10.18 -5.36  C106 1.561, O108 1.380, H120 1.090, H121 1.090
108 O -15.33 9.67 -4.91  C107 1.380, H122 0.960
109 H -13.04 8.55 -1.68  C102 1.090
110 H -14.22 7.87 -2.94  C102 1.090
111 H -14.22 9.54 -2.62  C102 1.090
112 H -11.71 10.05 -2.15  C104 1.090
113 H -12.44 11.20 -3.42  C104 1.090
114 H -10.88 10.49 -3.66  C104 1.090
115 H -11.19 7.91 -2.43  C105 1.090
116 H -10.45 8.29 -3.97  C105 1.090
117 H -11.72 7.10 -3.99  C105 1.090
118 H -13.46 8.07 -5.19  C106 1.090
119 H -12.12 9.00 -5.71  C106 1.090
120 H -14.18 10.42 -6.42  C107 1.090
121 H -13.95 11.17 -4.92  C107 1.090
122 H -16.04 10.30 -5.07  O108 0.960
123 C -19.20 11.93 -0.44  N124 1.590, H130 1.090, H131 1.090, H132 1.090
124 N -18.95 10.42 -0.87  C123 1.590, C125 1.551, C126 1.497, C127 1.548
125 C -17.44 10.49 -1.23  N124 1.551, H133 1.090, H134 1.090, H135 1.090
126 C -19.14 9.64 0.39  N124 1.497, H136 1.090, H137 1.090, H138 1.090
127 C -19.87 9.96 -2.03  N124 1.548, C128 1.527, H139 1.090, H140 1.090
128 C -19.48 8.68 -2.75  C127 1.527, O129 1.419, H141 1.090, H142 1.090
129 O -19.41 7.56 -1.88  C128 1.419, H143 0.960
130 H -20.19 11.95 0.01  C123 1.090
131 H -19.28 12.45 -1.40  C123 1.090
132 H -18.29 12.27 0.05  C123 1.090
133 H -17.09 9.48 -1.44  C125 1.090
134 H -16.90 10.84 -0.35  C125 1.090
135 H -17.33 11.17 -2.07  C125 1.090
136 H -18.56 8.72 0.42  C126 1.090
137 H -20.22 9.64 0.57  C126 1.090
138 H -18.83 10.23 1.25  C126 1.090
139 H -20.17 10.77 -2.70  C127 1.090
140 H -20.84 9.87 -1.53  C127 1.090
141 H -18.48 8.81 -3.16  C128 1.090
142 H -20.18 8.50 -3.57  C128 1.090
143 H -19.42 6.82 -2.50  O129 0.960
144 B -14.94 5.96 -0.84  F145 1.358, F146 1.364, F147 1.364, F148 1.419
145 F -15.91 6.91 -0.88  B144 1.358
146 F -13.74 6.57 -0.62  B144 1.364
147 F -15.17 5.03 0.13  B144 1.364
148 F -14.87 5.42 -2.14  B144 1.419

HOMO (alpha / beta) = -12.53 / -16.39 eV
total charge = +5
spin multiplicity = 2
expectation value of S² = 0.76

Atom charges from the Mulliken analysis, given in e for atoms 1 to 8: -1.16, -0.40, 0.21, -0.41, -0.76, 0.32, -0.19, -1.04

=====

| no. | E (Eh) |
| --- | --- |
| 1 | -3264.3367 |
| 2 | -2756.4339 |